# 1
A structure of composition C30H45BrCrO2P2 in a non-equilibrium geometry. Source: the Open Molecules 2025 dataset; level of theory: ωB97M-V with the def2-TZVPD basis set.

The value obtained for the electronic energy is -152957.79828 eV. The value obtained for the gap between HOMO and LUMO (alpha / beta) is 3.671 / 3.577 eV. The net charge is +1. As for the expectation value of S²: 4.039. Its HOMO energy (alpha / beta) is -9.743 / -9.735 eV. As for the multiplicity: 4.

Element x y z (Å)
Cr1 0.6816 0.3863 -3.0664
C1 -0.9237 -3.1095 2.1136
C2 0.4164 -3.4648 1.7697
C3 0.4773 -1.4514 2.8870
C4 -0.8773 -1.8528 2.7945
C5 1.2869 -2.4561 2.2769
C6 -2.1544 -3.8504 1.7855
H1 -1.9472 -4.6912 1.1102
H2 -2.9111 -3.2009 1.3166
H3 -2.6153 -4.2746 2.6985
C7 -2.0282 -1.0793 3.2935
H4 -2.9742 -1.4828 2.9175
H5 -1.9465 -0.0261 2.9809
H6 -2.0672 -1.1001 4.3955
C8 0.9379 -0.1861 3.4941
H7 0.9024 -0.2321 4.5927
H8 0.2832 0.6344 3.1630
H9 1.9587 0.0524 3.1883
C9 2.7503 -2.4770 2.2003
H10 3.1922 -3.0277 3.0523
H11 3.1670 -1.4575 2.2199
H12 3.1006 -2.9785 1.2845
C10 0.8382 -4.6598 1.0101
H13 1.0957 -5.4942 1.6778
H14 1.7227 -4.4392 0.4020
H15 0.0400 -4.9985 0.3410
C11 -0.8234 1.4441 -3.4619
C12 -1.1977 -0.0295 -3.1393
C13 -1.4377 -0.8564 -4.3866
C14 -0.1196 -1.4247 -4.9551
C15 1.1279 -1.0282 -4.1826
C16 1.8030 0.2974 -4.5192
C17 1.0771 1.3352 -5.3600
C18 -0.3661 1.8257 -4.8385
H16 -1.9724 -0.2153 -5.1046
H17 -0.1390 -1.1929 -6.0173
H18 -2.1469 -1.6306 -4.0654
H19 -1.1464 1.6058 -5.5924
H20 -1.4440 2.2117 -2.9738
H21 -1.9629 -0.2613 -2.1940
H22 -0.2697 2.9055 -4.7793
H23 1.7778 2.1999 -5.3614
H24 2.9011 0.2806 -4.3870
H25 0.8794 1.0387 -6.3920
H26 -0.3162 -2.4862 -4.8191
H27 1.7809 -1.8415 -3.9791
P1 -2.0722 -1.5386 -0.4174
C19 -3.3701 -0.2317 -0.1067
C20 -2.7833 -2.9180 -1.4250
P2 2.8575 0.7863 0.4404
C21 1.3888 0.4591 -0.8980
C22 3.9322 -0.3530 -0.5240
C23 3.3308 2.3822 -0.3137
H28 -2.9177 0.6474 0.4149
H29 -4.1271 -0.6765 0.5379
H30 -3.7419 0.1168 -1.1276
H31 -2.5131 -2.7803 -2.5101
H32 -3.8814 -2.9532 -1.3351
H33 -2.3829 -3.8811 -1.0213
H34 3.5940 2.2238 -1.3688
H35 4.1854 2.8070 0.2371
H36 2.4816 3.0680 -0.2103
H37 1.0141 -0.6634 -0.8450
H38 0.5957 1.2132 -0.5383
H39 4.9262 -0.4863 -0.0530
H40 4.0591 0.0776 -1.5206
H41 3.4466 -1.3468 -0.5854
Br1 2.1719 3.3505 2.9001
C24 0.5315 4.1443 3.4255
C25 0.5139 5.0563 4.4833
C26 -0.6858 5.6171 4.9204
C27 -1.8859 5.2183 4.2981
C28 -1.8576 4.3096 3.2300
C29 -0.6476 3.7963 2.7456
C30 -0.5866 2.8775 1.5222
O1 -0.9178 1.6703 1.7251
O2 -0.2188 3.4248 0.4515
H42 1.4610 5.3411 4.9613
H43 -0.6925 6.3530 5.7233
H44 -2.8305 5.6289 4.6397
H45 -2.7884 3.9990 2.7531

---

# 2
A structure of composition C18H16BrF8N7O2PV. Source: the Open Molecules 2025 dataset; level of theory: ωB97M-V with the def2-TZVPD basis set.

The energy relative to the best compared isomer or geometry (same formula, charge and spin) is 27.0 kJ/mol. The value obtained for the electronic energy is -160210.29285 eV. The value obtained for the gap between HOMO and LUMO (alpha / beta) is 6.435 / 7.169 eV. The net charge is +1. As for the expectation value of S²: 0.808. Its HOMO energy (alpha / beta) is -11.988 / -11.988 eV. As for the multiplicity: 2.

Element x y z (Å)
V1 -0.7826 -1.3245 0.8892
O1 2.9027 3.8302 0.0978
C1 2.1419 2.7684 0.3525
C2 2.5657 1.4495 0.2236
C3 1.6673 0.4475 0.4821
N1 0.3815 0.6387 0.8570
C4 0.0329 1.9228 1.0717
Br1 -1.6173 2.3597 1.8878
C5 0.8476 2.9994 0.8120
H1 3.7888 3.5723 -0.1876
H2 3.5738 1.1967 -0.0759
H3 1.9918 -0.5737 0.3925
H4 0.5045 4.0073 0.9912
C6 -2.3278 0.9128 -1.4407
C7 -3.0203 0.4393 -0.2160
N2 -2.5624 -0.4042 0.7109
C8 -3.5331 -0.5009 1.7006
C9 -4.5687 0.2904 1.3646
N3 -4.2376 0.8673 0.1512
C10 -5.0240 1.9131 -0.4951
N4 -4.6609 3.2142 -0.0170
N5 -4.9008 3.4946 1.2940
N6 -4.3057 4.5710 1.6141
C11 -3.6224 5.0438 0.5085
C12 -2.8225 6.1797 0.3609
C13 -2.2584 6.3892 -0.8755
C14 -2.4907 5.5029 -1.9487
C15 -3.2834 4.3841 -1.8174
C16 -3.8365 4.1684 -0.5522
H5 -1.3546 0.4485 -1.5453
H6 -2.1935 1.9953 -1.3968
H7 -2.9103 0.6693 -2.3309
H8 -3.3979 -1.1216 2.5682
H9 -5.4941 0.5145 1.8646
H10 -6.0695 1.7202 -0.2672
H11 -4.8787 1.8713 -1.5715
H12 -2.6735 6.8622 1.1861
H13 -1.6365 7.2578 -1.0424
H14 -2.0399 5.7170 -2.9086
H15 -3.4712 3.7293 -2.6585
F1 -1.1783 -1.5789 3.7625
C17 -0.3964 -0.8869 2.9066
F2 0.8779 -1.3486 3.0122
H16 -0.4346 0.1658 3.1824
F3 -0.2509 -1.2849 -1.1336
P1 0.8489 -2.6670 -1.3542
F4 1.8365 -3.8627 -1.2756
F5 -0.4180 -3.5753 -1.0866
F6 0.5899 -2.6346 -2.8909
F7 0.9313 -2.4389 0.3943
F8 2.0133 -1.5993 -1.4599
O2 -2.6799 -4.9136 1.7461
C18 -2.1480 -3.9147 1.5431
N7 -1.5919 -2.8526 1.3278

---

- Which of these has the highest multiplicity?
  C30H45BrCrO2P2

---

- What is the electronic energy in the second record?
  -160210.29285 eV

---

- Which of these has the highest multiplicity?
  C30H45BrCrO2P2